(1)
A molecular structure, C45H36ClF6N3O8PS3Sr in a non-equilibrium geometry. Source: the Open Molecules 2025 dataset; level of theory: ωB97M-V/def2-TZVPD.

Computed properties:
- energy relative to the best compared isomer or geometry (same formula, charge and spin) (kcal per mole) = 97.94
- energy (eV) = -139559.151
- 2S+1 = 1
- HOMO (eV) = -4.900
- net charge = -1

CARTESIAN COORDINATES (ANGSTROEM)
Sr1 1.4169 0.5827 -0.9001
F1 6.1921 0.1893 -1.7911
C1 5.3181 -0.5803 -1.1466
F2 4.7673 -1.4197 -2.0246
F3 5.9744 -1.2978 -0.2351
S1 4.0398 0.4339 -0.2789
O1 3.0913 -0.6341 0.0689
O2 4.8015 1.0917 0.7223
N1 3.4979 1.1185 -1.6973
S2 2.7880 2.4094 -2.3437
O3 3.5360 3.5424 -2.7557
O4 1.3837 2.5750 -1.8943
C2 2.4521 1.5081 -3.9331
F4 2.2355 0.1945 -3.7384
F5 3.4865 1.6644 -4.7468
F6 1.3641 2.0033 -4.5058
Cl1 1.0919 -3.0435 -1.6245
C3 0.3772 -4.5119 -1.0951
C4 0.1800 -5.5345 -2.0129
C5 -0.3851 -6.7250 -1.5757
C6 -0.7374 -6.8630 -0.2343
C7 -0.5206 -5.8151 0.6517
C8 0.0494 -4.6129 0.2334
P1 0.3364 -3.1344 1.2970
C9 -0.3363 -3.7138 2.8994
C10 -1.6845 -3.4402 3.1296
C11 -2.2930 -3.8192 4.3164
C12 -1.5533 -4.4652 5.2977
C13 -0.2094 -4.7351 5.0814
C14 0.3948 -4.3637 3.8885
C15 2.1491 -3.2584 1.5646
C16 2.9680 -4.2424 1.0232
C17 4.3425 -4.2117 1.2240
C18 4.9143 -3.1998 1.9775
C19 4.1054 -2.2162 2.5346
C20 2.7380 -2.2437 2.3213
H1 0.4624 -5.3879 -3.0441
H2 -0.5458 -7.5320 -2.2780
H3 -1.1762 -7.7841 0.1255
H4 -0.7979 -5.9356 1.6925
H5 -2.2596 -2.9188 2.3723
H6 -3.3398 -3.5993 4.4783
H7 -2.0214 -4.7510 6.2306
H8 0.3726 -5.2379 5.8429
H9 1.4433 -4.5837 3.7274
H10 2.5377 -5.0396 0.4300
H11 4.9659 -4.9783 0.7824
H12 5.9869 -3.1637 2.1153
H13 4.5443 -1.4096 3.1053
H14 2.1214 -1.4495 2.7265
C21 -2.6256 0.0812 1.9676
C22 -3.7494 -0.0332 1.1539
C23 -3.5804 -0.0346 -0.2186
C24 -2.2928 0.0525 -0.7735
C25 -1.1212 0.1258 0.0004
C26 -1.3671 0.1537 1.3879
C27 -2.2390 0.0523 -2.2659
C28 -3.2408 0.7967 -2.9789
C29 -3.2533 0.8117 -4.3300
C30 -2.2976 0.0394 -5.0398
C31 -2.2410 -0.0131 -6.4527
C32 -1.3116 -0.7909 -7.0807
C33 -0.4187 -1.5727 -6.3114
C34 -0.4578 -1.5303 -4.9480
C35 -1.3734 -0.6866 -4.2740
N2 -1.3249 -0.6417 -2.9024
H15 -2.7368 0.0989 3.0463
H16 -4.7405 -0.1233 1.5838
H17 -4.4510 -0.1452 -0.8556
H18 -0.5216 0.2165 2.0719
H19 -3.9597 1.3700 -2.4120
H20 -3.9917 1.3857 -4.8778
H21 -2.9507 0.5736 -7.0236
H22 -1.2572 -0.8147 -8.1612
H23 0.3054 -2.2041 -6.8100
H24 0.2164 -2.1238 -4.3475
C36 -4.4435 3.6165 3.3880
C37 -3.4347 4.4880 2.6919
C38 -2.8106 5.5226 3.3828
C39 -1.8855 6.3440 2.7608
C40 -1.5891 6.1410 1.4166
C41 -2.1981 5.1106 0.7122
C42 -3.1020 4.2839 1.3574
S3 -0.4598 7.2408 0.6283
O5 -0.3981 8.4236 1.4407
O6 -0.8185 7.2797 -0.7599
N3 1.0134 6.5772 0.7225
C43 1.3397 5.2998 0.0758
C44 1.2828 4.0868 0.9894
C45 2.3422 3.0677 0.6218
O7 3.3889 3.4730 0.1369
O8 2.1001 1.8118 0.8230
H25 -4.9052 4.1465 4.2204
H26 -3.9688 2.7152 3.7815
H27 -5.2282 3.2923 2.7052
H28 -3.0640 5.6942 4.4223
H29 -1.4163 7.1568 3.2939
H30 -1.9705 4.9669 -0.3345
H31 -3.5621 3.4680 0.8137
H32 1.3957 6.7265 1.6462
H33 2.3418 5.3989 -0.3408
H34 0.6548 5.1771 -0.7637
H35 0.2977 3.6172 0.9924
H36 1.5139 4.3693 2.0227

(2)
2 unconnected molecules or ions with the total composition C6H7IO4 in a non-equilibrium geometry. Source: the Open Molecules 2025 dataset; level of theory: ωB97M-V/def2-TZVPD.

Computed properties:
- energy (eV) = -22624.992
- 2S+1 = 1
- SMILES = CCC1=C(I)C(=O)OC1=O.O
- HOMO (eV) = -10.065
- net charge = 0

CARTESIAN COORDINATES (ANGSTROEM)
C1 0.1346 -2.7311 -0.0481
C2 0.0216 -1.8941 -1.3767
C3 -0.0847 -0.4942 -0.9021
C4 0.9162 0.2318 -0.3926
I1 2.9494 -0.2429 -0.4146
C5 0.2532 1.3493 0.3370
O1 0.6999 1.7589 1.3644
O2 -1.1199 1.4286 0.1187
C6 -1.2697 0.4107 -0.8124
O3 -2.0281 0.4955 -1.7132
H1 -0.3380 -3.7003 -0.1841
H2 1.1763 -2.8379 0.2396
H3 -0.3644 -2.2412 0.7839
H4 -0.8735 -2.2564 -1.8655
H5 0.9103 -2.0935 -1.9624
O4 -0.0889 4.5852 2.2480
H6 -0.8697 4.4878 2.8013
H7 -0.0246 3.7438 1.7788

(3)
2 unconnected molecules or ions with the total composition C6H12N2 in a non-equilibrium geometry. Source: the Open Molecules 2025 dataset; level of theory: ωB97M-V/def2-TZVPD.

Computed properties:
- energy relative to the best compared isomer or geometry (same formula, charge and spin) (kcal per mole) = 13.97
- energy (eV) = -9396.244
- 2S+1 = 1
- SMILES = Cc1c[nH]cn1.CC
- HOMO (eV) = -8.393
- net charge = 0

CARTESIAN COORDINATES (ANGSTROEM)
C1 1.1977 1.1681 -1.9811
C2 1.0546 -0.0097 -1.1050
C3 0.9863 0.0002 0.2882
N1 0.6936 -1.2953 0.6766
C4 0.5671 -2.0261 -0.4568
N2 0.7232 -1.2677 -1.5059
H1 1.9907 1.0428 -2.7189
H2 1.4456 2.0589 -1.3863
H3 0.3401 1.2494 -2.6561
H4 1.2584 0.7402 1.0256
H5 0.5913 -1.6506 1.6098
H6 0.2762 -3.0497 -0.5412
C5 -1.5409 0.7863 1.5086
C6 -2.7208 1.7598 1.7579
H7 -1.4224 0.3903 0.5203
H8 -0.6495 1.2977 1.8792
H9 -1.5582 -0.0097 2.2554
H10 -2.5369 2.2198 2.7583
H11 -3.6078 1.1571 1.9232
H12 -2.7150 2.4907 0.9438

(4)
C8H11NOS in the gas phase in a non-equilibrium geometry. Source: the Open Molecules 2025 dataset; level of theory: ωB97M-V/def2-TZVPD.

Computed properties:
- energy relative to the best compared isomer or geometry (same formula, charge and spin) (kcal per mole) = 96.75
- energy (eV) = -22842.888
- 2S+1 = 1
- SMILES = CC(C)/N=C/C=C\C(O)=C=S
- HOMO (eV) = -7.558
- net charge = 0

CARTESIAN COORDINATES (ANGSTROEM)
C1 -2.2284 -0.0668 0.5182
C2 -1.2433 0.0455 -0.5732
C3 -1.0518 -1.3071 -1.2954
N1 0.1626 0.1913 -0.2088
C4 0.5938 0.0688 0.9752
C5 1.8929 0.2343 1.4871
C6 2.8943 1.0692 1.0794
C7 3.1903 1.8454 -0.0544
O1 4.3443 2.5387 0.0993
C8 2.3446 2.0271 -1.0516
S1 1.8036 2.3682 -2.4900
H1 -2.1406 -1.0326 1.1281
H2 -1.9741 0.7226 1.2794
H3 -3.2291 0.0063 0.1954
H4 -1.4512 0.8858 -1.1831
H5 -0.8388 -1.1100 -2.2914
H6 -1.8911 -1.9102 -1.1187
H7 -0.3135 -1.8831 -0.8440
H8 0.0073 -0.0874 1.9122
H9 1.9553 -0.4190 2.3507
H10 3.7209 0.9910 1.7418
H11 4.7896 2.7575 -0.8190

(5)
A molecular structure, C22H21N3O9Sn in a non-equilibrium geometry. Source: the Open Molecules 2025 dataset; level of theory: ωB97M-V/def2-TZVPD.

Computed properties:
- energy relative to the best compared isomer or geometry (same formula, charge and spin) (kcal per mole) = 4.93
- energy (eV) = -51887.586
- 2S+1 = 1
- HOMO (eV) = -1.960
- net charge = -2

CARTESIAN COORDINATES (ANGSTROEM)
Sn1 -0.3864 1.6442 -1.8542
C1 -3.1181 -1.5383 -3.3583
O1 -4.0803 -1.5965 -2.3090
C2 -3.7113 -1.3648 -0.9988
C3 -4.4584 -2.0588 -0.0704
C4 -4.2422 -1.8960 1.2974
C5 -3.2346 -1.0529 1.7098
C6 -2.4412 -0.3333 0.8044
C7 -1.3515 0.4337 1.4086
N1 -0.3485 1.0068 0.8554
N2 0.5259 1.4945 1.8094
C8 1.7397 1.7705 1.3718
O2 2.2247 1.5797 0.2225
C9 2.6466 2.3671 2.4224
C10 3.9298 2.7602 2.0542
C11 4.7723 3.3806 2.9684
C12 4.3408 3.6105 4.2688
C13 3.0677 3.2011 4.6505
C14 2.2271 2.5837 3.7350
C15 -2.7154 -0.4141 -0.5965
O3 -2.1551 0.3382 -1.4742
H1 -3.6576 -1.8250 -4.2612
H2 -2.3126 -2.2576 -3.1916
H3 -2.6867 -0.5519 -3.4773
H4 -5.2360 -2.7184 -0.4395
H5 -4.8473 -2.4341 2.0171
H6 -3.0378 -0.9279 2.7703
H7 -1.3631 0.4348 2.5026
H8 4.2409 2.5808 1.0328
H9 5.7662 3.6958 2.6688
H10 4.9888 4.1115 4.9809
H11 2.7313 3.3772 5.6670
H12 1.2268 2.2692 4.0032
O4 -2.0196 5.5304 -1.4683
C16 -1.6858 4.4037 -1.7918
O5 -0.9801 3.6060 -1.0513
C17 -2.0892 3.8388 -3.2034
O6 -2.8828 4.4635 -3.8938
O7 -1.5106 2.7345 -3.5230
O8 2.7857 -2.5965 -3.3158
C18 1.7246 -1.9070 -2.8468
O9 0.9594 -1.3416 -3.5770
C19 1.6313 -1.8645 -1.3202
N3 2.4819 -2.9201 -0.7228
C20 1.5506 -4.0229 -0.4329
C21 0.2692 -3.3488 0.0592
C22 0.1937 -2.0778 -0.8018
H13 1.9833 -0.8633 -1.0537
H14 2.8668 -2.5727 0.1460
H15 3.1993 -2.9677 -2.5064
H16 1.9918 -4.7248 0.2766
H17 1.3562 -4.5592 -1.3674
H18 0.3769 -3.0923 1.1158
H19 -0.6123 -3.9830 -0.0485
H20 -0.1417 -1.2191 -0.2263
H21 -0.4929 -2.1861 -1.6367

(6)
A molecular structure, C5H9NO in a non-equilibrium geometry. Source: the Open Molecules 2025 dataset; level of theory: ωB97M-V/def2-TZVPD.

Computed properties:
- energy relative to the best compared isomer or geometry (same formula, charge and spin) (kcal per mole) = 96.97
- energy (eV) = -8865.008
- 2S+1 = 1
- HOMO (eV) = -6.991
- net charge = 0

CARTESIAN COORDINATES (ANGSTROEM)
C1 0.1733 -0.2152 -2.2486
C2 0.4561 0.8050 2.0756
C3 0.1688 -1.6244 -0.8056
C4 -0.0603 0.2259 0.7913
N1 -1.4026 0.4283 0.5173
C5 0.7318 -0.6016 0.0357
O1 -0.5849 -2.5326 -0.8587
H1 -1.6722 0.3429 -0.4566
H2 -1.8229 1.2333 0.9629
H3 1.7583 -0.7805 0.3358
H4 -0.8146 -0.4227 -2.6580
H5 0.3110 0.8498 -2.0745
H6 0.9873 -0.5988 -2.8602
H7 -0.0637 0.3932 2.9494
H8 0.3128 1.8919 2.0867
H9 1.5220 0.6056 2.2075

Number 1: frontier orbital gap 7.15 eV. Number 2: frontier orbital gap 9.10 eV. Number 3: frontier orbital gap 9.23 eV. Number 4: frontier orbital gap 7.10 eV. Number 5: frontier orbital gap 6.29 eV. Number 6: frontier orbital gap 7.63 eV.